Computed, not measured: 3 unconnected molecules or ions with the total composition C6H14O2, with ωB97M-V with the def2-TZVPD basis set.

```
22
Properties=species:S:1:pos:R:3:nbo_charge:R:1
O -0.70 -1.35 0.59 -0.585
O 1.81 0.58 2.20 -0.562
C 2.95 -0.79 0.59 -0.728
C 0.48 1.18 -1.12 -0.875
C -2.10 -0.74 -1.25 -0.723
C -2.02 0.61 0.93 -0.733
C 1.75 -0.25 1.33 0.370
C -1.46 -0.50 0.09 0.642
H -0.39 1.79 -1.34 0.215
H -1.30 0.90 1.70 0.253
H 2.80 -0.64 -0.47 0.225
H -2.18 0.19 -1.81 0.226
H -2.28 1.48 0.33 0.222
H -1.54 -1.48 -1.81 0.238
H -3.11 -1.11 -1.09 0.244
H 0.72 0.81 -0.03 0.230
H 3.03 -1.87 0.76 0.235
H 0.68 -0.86 1.14 0.197
H 0.51 0.31 -1.77 0.212
H 1.38 1.77 -1.30 0.227
H 3.86 -0.28 0.90 0.224
H -2.92 0.25 1.43 0.246
```

Output
**Energy relative to the best compared isomer or geometry (same formula, charge and spin)**: 2.220 eV
**Frontier orbital gap**: 9.33 eV
**E_tot**: -10542.397 eV
**HOMO**: -8.6 eV



Computed, not measured: a molecular structure, C6H14O3, with ωB97M-V with the def2-TZVPD basis set.

```
23
Properties=species:S:1:pos:R:3:nbo_charge:R:1
O -0.15 -1.11 0.09 -0.688
O 1.35 -0.52 1.74 -0.752
O 1.81 0.68 -0.74 -0.724
C 1.25 2.23 1.04 -0.632
C -1.70 -2.00 -0.17 0.002
C 0.26 -0.10 0.93 0.361
C -0.36 1.62 -0.80 -0.620
C 0.76 1.12 0.11 0.215
C -1.28 -2.42 -1.49 -0.756
H 0.44 2.61 1.67 0.204
H 0.01 2.45 -1.41 0.220
H 2.04 1.86 1.68 0.224
H 1.21 -1.46 1.93 0.480
H -1.68 -2.72 0.64 0.203
H 1.64 3.06 0.44 0.216
H -1.00 -3.47 -1.59 0.225
H -2.43 -1.20 -0.10 0.202
H -0.26 -1.77 -1.35 0.360
H -1.21 1.96 -0.22 0.203
H -1.83 -2.01 -2.33 0.227
H -0.68 0.82 -1.47 0.220
H -0.58 0.22 1.58 0.130
H 2.40 0.15 -0.19 0.478
```

Output
**Energy relative to the best compared isomer or geometry (same formula, charge and spin)**: 2.880 eV
**Frontier orbital gap**: 10.33 eV
**E_tot**: -12589.217 eV
**HOMO**: -9.5 eV